(1)
{"formula": "C3H7Cl4Hg2O", "method": "the ωB97M-V functional and the def2-TZVPD basis", "elements": ["Hg", "Hg", "C", "O", "H", "H", "H", "C", "Cl", "Cl", "H", "H", "C", "Cl", "Cl", "H", "H"], "xyz": [[4.540, -1.285, 3.140], [2.850, -2.300, -0.007], [1.735, 0.109, 1.919], [2.584, -1.011, 1.905], [1.612, 0.503, 0.900], [0.706, -0.141, 2.203], [2.121, 0.978, 2.455], [-2.516, 0.674, 0.610], [-4.204, 0.193, 0.675], [-2.283, 2.404, 0.793], [-1.964, 0.137, 1.396], [-2.072, 0.312, -0.337], [-0.567, -0.198, -3.271], [-2.307, 0.052, -3.094], [0.274, 0.307, -1.758], [-0.302, -1.224, -3.498], [-0.205, 0.489, -4.031]], "forces_ev_per_a": [[-1.0, 0.4, -0.2], [-0.3, 0.5, 0.3], [-1.0, 1.4, -1.2], [1.6, -1.4, 0.1], [0.4, -0.1, 0.0], [0.4, -0.3, 0.7], [0.1, -0.3, 0.4], [-1.3, 0.8, 0.5], [1.0, 0.0, -0.1], [0.2, -0.9, -0.2], [0.0, 0.0, 0.2], [0.1, 0.1, -0.3], [-0.2, 0.4, -0.3], [0.5, -0.2, 0.0], [-0.1, -0.2, 0.3], [-0.2, -0.1, 0.1], [0.0, -0.1, -0.1]], "lowdin_charge": [1.31, 1.21, -0.21, -0.63, 0.05, 0.10, 0.11, -0.99, 0.81, 0.76, 0.07, -0.02, -0.89, 0.67, 0.54, 0.05, 0.05], "e_above_lowest_kcal_mol": 12.2, "charge": 3, "homo_lumo_gap_ev": 2.109, "e_lumo_ev": -16.95}

(2)
{"formula": "C18H39Cl2O7PSi", "method": "the ωB97M-V functional and the def2-TZVPD basis", "elements": ["C", "C", "C", "O", "C", "Si", "Cl", "Cl", "C", "C", "C", "C", "C", "C", "O", "C", "C", "O", "H", "H", "H", "H", "H", "H", "H", "H", "H", "H", "H", "H", "H", "H", "H", "H", "H", "H", "H", "H", "H", "H", "H", "H", "C", "C", "O", "P", "O", "O", "C", "C", "O", "C", "C", "H", "H", "H", "H", "H", "H", "H", "H", "H", "H", "H", "H", "H", "H", "H"], "xyz": [[7.686, -4.037, -1.637], [6.108, -4.571, -1.483], [5.125, -3.350, -0.925], [3.893, -3.189, -1.761], [2.856, -2.716, -0.810], [1.488, -1.613, -1.609], [0.673, -0.307, -0.082], [2.420, -0.415, -3.131], [-0.039, -2.633, -2.280], [-1.147, -1.623, -2.970], [-2.318, -2.400, -3.833], [-3.444, -3.156, -2.909], [-2.997, -4.631, -2.351], [-3.756, -5.049, -0.921], [-5.184, -4.730, -0.980], [-5.583, -3.645, -0.085], [-7.219, -3.535, 0.248], [-4.820, -2.699, 0.457], [7.747, -2.888, -1.884], [8.174, -4.680, -2.513], [8.300, -4.206, -0.637], [6.162, -5.411, -0.641], [5.708, -5.089, -2.453], [4.859, -3.656, 0.198], [5.678, -2.298, -0.978], [3.416, -2.023, -0.018], [2.431, -3.699, -0.291], [-0.559, -3.132, -1.333], [0.340, -3.480, -3.016], [-1.619, -0.919, -2.132], [-0.563, -0.895, -3.712], [-1.863, -3.121, -4.664], [-2.897, -1.561, -4.448], [-4.391, -3.337, -3.609], [-3.825, -2.487, -2.007], [-1.843, -4.765, -2.187], [-3.315, -5.453, -3.154], [-3.684, -6.241, -0.895], [-3.186, -4.678, 0.029], [-7.623, -2.738, -0.542], [-7.345, -3.160, 1.362], [-7.750, -4.580, 0.053], [-1.059, 7.831, 2.362], [-0.090, 7.038, 1.509], [0.495, 5.960, 2.230], [-0.313, 4.514, 2.404], [-0.611, 4.427, 0.887], [1.036, 3.536, 2.355], [1.153, 2.541, 1.347], [1.921, 3.075, 0.148], [0.020, 4.611, 4.099], [0.257, 5.781, 4.854], [-1.027, 6.268, 5.493], [-1.901, 7.206, 2.670], [-1.449, 8.690, 1.813], [-0.570, 8.203, 3.271], [-0.586, 6.699, 0.595], [0.729, 7.693, 1.196], [0.166, 2.164, 1.059], [1.700, 1.696, 1.777], [1.564, 4.057, -0.176], [1.849, 2.382, -0.697], [2.978, 3.202, 0.401], [0.756, 6.573, 4.296], [0.957, 5.507, 5.651], [-1.839, 6.335, 4.766], [-0.879, 7.247, 5.958], [-1.355, 5.566, 6.267]], "forces_ev_per_a": [[-0.2, -0.5, -0.3], [0.7, 0.2, 1.1], [0.8, -0.6, -0.3], [0.4, 0.2, 2.7], [1.2, -0.4, 0.9], [-0.7, -0.2, -0.3], [0.7, -1.1, -1.2], [-0.8, -0.9, 1.2], [-0.8, 0.1, 0.2], [0.4, 0.2, -0.6], [-0.5, 0.8, 0.0], [-0.5, -0.3, -0.4], [-0.6, -0.6, 0.2], [2.0, -1.6, -1.2], [0.2, 2.9, 3.2], [1.5, 3.6, 2.1], [0.9, -0.5, -1.1], [-3.7, -6.2, -3.6], [-0.2, -2.4, 0.3], [-0.8, 1.6, 2.0], [-1.4, 0.3, -2.2], [-0.4, 1.7, -1.9], [0.7, 1.4, 1.8], [0.4, 0.9, -2.5], [-1.0, -2.3, 0.4], [-1.4, -1.4, -1.3], [0.6, 2.3, -0.7], [1.3, 0.9, -1.9], [-0.9, 1.8, 1.4], [0.9, -1.7, -1.8], [-1.3, -1.6, 1.5], [-0.8, 1.4, 2.0], [1.2, -1.7, 1.3], [2.0, 0.4, 1.6], [1.1, -1.2, -1.9], [-2.2, 0.4, -0.3], [0.7, 1.8, 1.7], [-0.4, 2.6, 0.1], [-1.5, -0.2, -1.8], [0.8, -1.7, 1.9], [0.4, -0.8, -2.6], [1.2, 2.4, 0.5], [0.1, 0.1, 0.3], [0.1, 0.4, -0.3], [-1.0, 0.6, 0.3], [9.0, 2.1, -2.4], [-3.8, -1.0, 2.6], [-1.5, -0.5, 1.0], [0.0, -0.2, -0.5], [0.2, 0.1, -0.1], [-2.1, -1.3, -1.5], [-0.5, 0.8, 0.6], [-0.2, 0.0, 0.4], [-0.1, 0.1, -0.1], [0.0, -0.1, 0.0], [-0.1, 0.0, -0.2], [0.1, -0.2, 0.1], [0.1, -0.2, 0.1], [0.2, 0.2, 0.0], [-0.1, 0.2, 0.2], [-0.2, -0.2, 0.1], [0.0, 0.1, 0.1], [-0.1, -0.1, 0.0], [-0.2, -0.3, -0.3], [-0.1, -0.4, -0.2], [0.1, 0.1, 0.0], [-0.1, -0.1, 0.0], [0.0, 0.1, -0.1]], "lowdin_charge": [-0.15, -0.21, -0.21, -0.29, -0.35, 0.03, 0.31, 0.24, -0.34, -0.27, -0.22, -0.21, -0.17, -0.18, -0.10, -0.31, -0.02, -0.04, 0.07, 0.08, 0.08, 0.11, 0.11, 0.13, 0.14, 0.10, 0.13, 0.09, 0.10, 0.12, 0.10, 0.12, 0.11, 0.12, 0.12, 0.10, 0.12, 0.14, 0.13, 0.10, 0.10, 0.09, -0.08, -0.30, -0.27, 0.77, -0.25, -0.22, -0.36, -0.08, -0.22, -0.30, -0.09, 0.07, 0.08, 0.07, 0.10, 0.12, 0.07, 0.10, 0.07, 0.05, 0.08, 0.10, 0.13, 0.06, 0.08, 0.08], "charge": 0, "homo_lumo_gap_ev": 8.289, "e_lumo_ev": -1.65, "smiles": "CCCOC[Si](Cl)(Cl)CCCCCCOC(C)=O.CCOP(=O)(OCC)OCC"}

(3)
{"formula": "C5H4F6N2O", "method": "the ωB97M-V functional and the def2-TZVPD basis", "elements": ["C", "N", "N", "F", "C", "C", "F", "F", "F", "C", "F", "C", "O", "F", "H", "H", "H", "H"], "xyz": [[1.365, 1.687, -1.233], [0.907, 0.486, -0.579], [-0.440, -0.111, -1.085], [-1.379, 0.961, -1.199], [-0.826, -0.945, -0.020], [-1.991, -1.888, -0.196], [-1.581, -3.156, -0.330], [-2.807, -1.858, 0.865], [-2.720, -1.595, -1.267], [-0.041, -0.811, 1.052], [-0.070, -1.489, 2.181], [0.997, 0.287, 0.817], [0.811, 1.413, 1.572], [2.263, -0.213, 1.097], [1.823, 2.334, -0.487], [2.098, 1.411, -1.989], [0.536, 2.227, -1.694], [1.057, 1.260, 2.495]], "forces_ev_per_a": [[-0.1, 0.0, -0.2], [-2.9, -1.3, -0.5], [3.2, 1.1, -0.1], [0.0, -0.1, 0.5], [-0.2, -0.1, 1.2], [-0.1, -0.1, 0.0], [0.2, -0.1, 0.0], [0.1, 0.1, 0.3], [0.0, 0.2, -0.2], [-0.3, 0.4, -0.8], [0.1, 0.2, -0.3], [0.0, -0.7, -0.1], [0.0, 0.4, 0.2], [-0.1, 0.0, 0.3], [0.0, 0.0, 0.0], [0.0, 0.2, -0.1], [0.1, 0.0, 0.1], [0.0, -0.1, -0.1]], "lowdin_charge": [-0.03, -0.02, 0.08, -0.03, -0.05, -0.58, 0.16, 0.16, 0.17, -0.09, 0.17, -0.53, 0.11, 0.08, 0.09, 0.09, 0.09, 0.13], "e_above_lowest_kcal_mol": 45.9, "charge": 0, "homo_lumo_gap_ev": 10.534, "e_lumo_ev": 0.25, "smiles": "CN1N(F)C(C(F)(F)F)=C(F)[C@@]1(O)F"}

The following HOMO level values (in eV) correspond, in order, to the records above: -19.06; -9.94; -10.28.
The following total energy values (in eV) correspond, in order, to the records above: -63670.8167; -75837.4562; -26579.0892.